1.
Molecular formula: C15H18O
Method: DFT, ωB97M-V with the def2-TZVPD basis set

Computed properties:
HOMO-LUMO gap (alpha / beta)   0.2966 / 0.1661 Ha
Charge   +1
Spin multiplicity   2

Last column: Mulliken charge in e.
Element x y z (Å)
C -1.525 0.938 -1.910  -0.065
C -2.550 2.012 -2.361  -1.347
C -1.616 0.564 -0.469  0.372
C -1.922 1.553 0.491  -0.337
C -1.324 -0.753 -0.049  -0.252
C -2.046 1.248 1.811  -0.712
C -1.731 -1.158 1.181  -0.688
C -2.015 -0.124 2.150  0.801
O -2.072 -0.570 3.392  -0.418
H -1.758 0.053 -2.493  0.472
H -0.552 1.446 -1.877  -0.003
H -2.251 2.997 -1.996  0.351
H -2.124 2.574 0.206  0.336
H -1.018 -1.531 -0.738  0.431
H -2.259 1.978 2.576  0.431
H -2.058 -2.153 1.450  0.472
H -2.526 0.023 3.992  0.355
H -3.530 1.794 -1.939  0.357
H -2.522 2.061 -3.443  0.398
C 2.871 1.635 -1.396  -1.397
C 2.337 -2.336 0.154  -0.654
C 1.957 -1.230 0.917  -0.528
C 2.606 -2.158 -1.187  -0.450
C 2.121 0.034 0.361  -0.266
C 2.811 -0.888 -1.723  -0.529
C 2.578 0.232 -0.936  0.699
H 2.591 -3.268 0.644  0.410
H 1.641 -1.386 1.938  0.505
H 2.799 -2.998 -1.843  0.427
H 1.747 0.862 0.957  0.453
H 3.047 -0.729 -2.763  0.381
H 1.953 2.183 -1.584  0.250
H 3.365 1.665 -2.370  0.380
H 3.539 2.110 -0.689  0.362

Cartesian forces, eV/Å:
-1.38 0.77 1.00
0.71 0.11 0.76
0.59 0.14 -0.28
-0.43 0.50 0.73
-0.74 -0.98 -0.17
-0.44 -0.44 -0.12
-0.65 1.21 0.47
0.84 -0.85 0.38
-0.54 -0.35 -0.64
1.20 -0.13 -0.37
0.45 -0.74 -1.07
-0.08 0.01 -0.06
0.24 0.06 -0.29
-0.04 0.28 -0.34
0.06 0.17 0.00
0.86 -0.29 0.05
0.04 0.57 0.47
-0.18 -0.03 -0.45
-0.38 -0.05 -0.07
0.06 -0.46 -0.85
0.11 0.19 0.49
0.81 -0.28 -0.62
0.92 0.02 -0.79
-1.29 -0.14 0.67
-1.00 0.21 0.28
0.33 0.15 0.13
-0.75 -0.29 -0.16
0.05 0.22 0.13
0.08 -0.16 0.21
0.46 0.29 -0.06
0.27 -0.24 -0.15
-0.16 0.41 0.48
0.15 -0.29 0.11
-0.20 0.41 0.15

---

2.
Molecular formula: C15H18O3S3
Method: DFT, ωB97M-V with the def2-TZVPD basis set

Computed properties:
SMILES string   Cc1ccsc1C(=CCCOS(C)(=O)=O)c1sccc1C
HOMO-LUMO gap   0.3159 Ha
Charge   0
Spin multiplicity   1

Last column: Mulliken charge in e.
Element x y z (Å)
C 2.084 -3.353 -0.762  -1.306
C 2.342 -2.499 0.475  0.271
C 3.491 -2.734 1.318  -0.576
C 3.537 -1.899 2.424  -0.555
S 2.185 -0.814 2.400  -0.172
C 1.519 -1.478 0.928  0.107
C 0.261 -0.949 0.345  0.260
C 0.009 0.393 0.180  -0.205
C 1.070 1.491 0.450  -0.967
C 0.738 2.882 -0.119  -0.993
O -0.425 3.434 0.478  -0.217
S -0.978 4.742 -0.399  1.205
C -2.232 5.415 0.685  -0.908
O 0.044 5.760 -0.513  -0.622
O -1.543 4.280 -1.705  -0.633
C -0.844 -1.905 0.104  0.474
S -1.125 -3.283 1.180  -0.112
C -2.588 -3.781 0.345  -0.511
C -2.832 -2.943 -0.702  -0.593
C -1.833 -1.875 -0.853  0.498
C -1.919 -1.042 -2.116  -1.672
H 1.187 -3.068 -1.276  0.274
H 2.042 -4.393 -0.457  0.340
H 2.915 -3.172 -1.471  0.367
H 4.211 -3.511 1.102  0.440
H 4.330 -1.884 3.179  0.439
H -0.959 0.739 -0.191  0.607
H 1.230 1.590 1.528  0.409
H 2.026 1.147 0.050  0.487
H 0.620 2.762 -1.194  0.494
H 1.593 3.544 0.036  0.440
H -1.797 5.642 1.647  0.317
H -2.682 6.324 0.236  0.350
H -3.062 4.693 0.833  0.317
H -3.180 -4.662 0.624  0.396
H -3.666 -3.081 -1.394  0.386
H -0.927 -0.655 -2.352  0.375
H -2.210 -1.622 -3.024  0.436
H -2.631 -0.234 -2.020  0.351

Cartesian forces, eV/Å:
1.09 0.90 0.47
-0.40 -0.01 0.07
-0.82 0.92 0.60
-0.27 -0.51 -1.26
0.36 -0.44 0.06
1.18 -0.44 0.13
-0.85 1.43 0.18
1.25 -0.58 0.13
-1.07 -0.26 0.26
1.40 -1.22 -0.57
-1.36 1.71 -0.64
-0.30 -0.19 -2.89
-1.19 -0.80 -0.08
-0.34 -1.01 0.55
0.97 0.58 3.51
-0.94 -0.74 -0.22
-0.45 0.16 -0.38
0.54 0.58 -0.15
0.85 0.34 0.39
-0.97 -1.17 -0.75
0.67 -0.38 -0.24
-0.61 0.05 -0.11
0.01 -0.18 -0.24
-0.28 -0.41 0.28
0.07 0.07 0.06
-0.61 0.17 -0.25
0.21 -0.29 0.25
-0.10 0.03 -0.06
0.04 0.23 -0.12
-0.33 0.21 -0.19
-0.13 0.05 0.13
0.31 0.08 0.09
0.72 -0.58 -0.05
0.66 0.24 -0.20
0.55 0.52 0.05
0.30 0.13 0.21
-0.10 0.37 0.06
0.02 0.07 0.91
-0.09 0.38 0.01

---

3.
Molecular formula: C15H19AuN3O11P2S
Method: DFT, ωB97M-V with the def2-TZVPD basis set

Computed properties:
HOMO-LUMO gap   0.2789 Ha
Charge   +1
Spin multiplicity   1

Last column: Mulliken charge in e.
Element x y z (Å)
Au -2.413 0.566 -0.324  1.299
C -2.680 1.962 4.543  -1.702
C -2.197 1.054 3.417  0.904
O -1.923 -0.222 3.962  -0.604
P -0.693 1.741 2.605  0.644
O -0.905 3.300 2.430  -0.555
O 0.384 1.653 3.749  -0.581
O -0.384 1.013 1.353  -0.047
P -3.432 0.896 2.088  0.970
O -4.847 0.952 2.752  -0.520
O -3.167 2.006 1.062  -0.791
O -3.214 -0.433 1.320  -0.854
H -1.855 2.214 5.207  0.452
H -3.441 1.430 5.110  0.409
H -3.109 2.887 4.158  0.381
H -1.809 -0.855 3.239  0.374
H -1.568 3.505 1.747  0.407
H 1.301 1.741 3.455  0.403
H -5.465 0.244 2.522  0.396
O -0.939 3.740 -1.370  -0.531
C -0.921 2.570 -1.626  0.037
O -2.091 1.876 -1.765  -0.677
C 0.318 1.785 -1.930  0.666
C 0.325 0.898 -3.001  -0.426
C 1.459 0.160 -3.285  -0.530
C 2.560 0.313 -2.461  0.018
C 2.599 1.223 -1.418  -0.634
C 1.463 1.975 -1.166  -0.457
N 3.734 -0.548 -2.702  1.059
O 3.534 -1.595 -3.300  -0.601
O 4.766 -0.258 -2.145  -0.601
H -0.557 0.812 -3.620  0.514
H 1.513 -0.515 -4.126  0.591
H 3.499 1.333 -0.832  0.584
H 1.451 2.700 -0.363  0.542
C 1.943 -3.670 -3.201  -1.508
C 1.275 -2.940 -2.092  0.592
C 1.813 -2.721 -0.854  -0.960
C 1.059 -2.013 0.093  0.885
N -0.160 -1.553 -0.183  -0.070
C -0.657 -1.746 -1.383  -0.025
S -2.213 -1.119 -1.837  -0.455
N 0.033 -2.438 -2.323  0.172
C 1.598 -1.734 1.453  -1.041
H 3.018 -3.678 -3.045  0.409
H 1.732 -3.204 -4.163  0.420
H 1.587 -4.702 -3.233  0.419
H 2.811 -3.064 -0.629  0.495
H -0.378 -2.556 -3.241  0.396
H 2.451 -1.059 1.367  0.265
H 1.961 -2.653 1.915  0.480
H 0.833 -1.271 2.068  -0.011

Cartesian forces, eV/Å:
-0.75 0.39 -0.44
-0.09 -0.01 0.05
0.01 0.24 0.22
0.01 -0.16 -0.12
-0.13 0.13 -0.20
-0.15 -0.07 -0.01
0.05 -0.02 0.01
0.27 0.01 0.08
0.12 -0.12 0.02
0.01 -0.10 0.11
-0.03 0.07 0.07
0.14 0.00 0.01
0.02 -0.04 0.00
-0.01 0.02 -0.01
0.04 0.02 -0.01
0.03 -0.02 0.03
0.14 0.03 -0.02
-0.06 0.02 0.05
0.00 0.09 -0.06
0.33 -0.16 0.12
-0.70 0.03 -0.18
0.54 -0.16 0.27
0.13 0.05 0.07
-0.08 0.05 -0.12
0.08 0.10 0.12
0.05 0.15 -0.31
-0.01 0.01 -0.07
0.00 -0.02 0.08
-0.25 -0.35 1.04
0.34 0.66 -0.39
0.15 0.11 -0.31
-0.02 -0.04 0.00
-0.03 -0.01 -0.05
0.00 0.00 0.00
-0.02 -0.02 -0.02
-0.09 -0.42 0.01
-0.05 -0.04 -0.14
-0.04 0.10 0.04
0.13 -0.02 -0.01
-0.09 0.04 -0.03
-0.07 -0.02 -0.05
0.29 -0.22 -0.04
-0.04 -0.13 0.13
0.01 -0.06 0.00
-0.16 -0.12 -0.04
0.04 -0.01 0.05
-0.09 -0.02 0.03
0.02 -0.06 0.01
0.01 0.03 -0.01
0.01 0.04 0.00
0.00 -0.01 0.00
0.02 0.03 0.00